Record 1
Formula: C59H68FN10O4
Source: the Open Molecules 2025 dataset
Level of theory: the ωB97M-V functional and the def2-TZVPD basis

XYZ file:
```
142
Properties=species:S:1:pos:R:3
C -4.19 2.17 3.94
C -4.16 2.70 2.64
C -5.09 3.88 2.28
O -5.77 4.35 3.17
O -5.19 4.48 1.02
C -4.80 3.62 -0.06
C -5.72 2.36 -0.27
C -5.41 1.52 -1.57
C -4.06 0.68 -1.48
C -2.78 1.50 -1.97
C -1.74 1.68 -0.74
C -0.48 0.82 -1.07
N -0.38 -0.32 -1.69
C 1.06 -0.66 -1.78
C 1.62 -1.95 -1.04
C 0.70 -2.52 0.10
O 0.13 -3.57 -0.09
C 1.83 0.72 -1.65
N 1.70 1.32 -3.03
C 1.91 2.56 -2.97
O 1.88 3.67 -2.64
C 0.90 1.44 -0.58
C 1.41 0.90 0.85
F 0.27 0.54 1.64
C 2.29 1.99 1.60
C 3.69 2.03 0.85
H -3.99 2.80 4.85
H -4.36 1.07 4.14
H -3.39 2.24 1.96
H -4.82 4.21 -1.03
H -3.71 3.34 0.09
H -5.74 1.72 0.65
H -6.78 2.76 -0.40
H -5.46 2.13 -2.52
H -6.23 0.76 -1.66
H -3.86 0.28 -0.45
H -4.18 -0.20 -2.18
H -2.32 0.90 -2.82
H -3.01 2.51 -2.40
H -2.20 1.46 0.26
H -1.41 2.76 -0.78
H -1.20 -0.82 -2.06
H 1.19 -0.92 -2.88
H 1.71 -2.77 -1.82
H 2.67 -1.78 -0.64
H 0.61 -1.96 1.09
H 2.89 0.55 -1.33
H 0.95 2.55 -0.44
H 2.05 -0.01 0.76
H 2.46 1.71 2.67
H 1.77 2.98 1.52
H 4.49 2.47 1.53
H 3.60 2.73 -0.03
H 4.02 1.01 0.51
N -8.28 1.01 -2.86
C -7.98 -0.18 -3.39
C -8.67 -0.77 -4.43
C -9.75 -0.08 -4.96
C -10.08 1.16 -4.44
C -9.32 1.66 -3.40
H -7.13 -0.69 -2.93
H -8.38 -1.74 -4.81
H -10.32 -0.50 -5.78
H -10.92 1.73 -4.83
H -9.54 2.63 -2.96
N -12.37 1.48 -1.51
C -11.41 1.04 -0.69
C -11.59 0.83 0.67
C -12.84 1.09 1.21
C -13.85 1.55 0.38
C -13.57 1.72 -0.96
H -10.45 0.86 -1.16
H -10.77 0.48 1.29
H -13.02 0.95 2.27
H -14.84 1.76 0.77
H -14.33 2.07 -1.65
N 3.74 -4.17 -1.73
C 3.99 -4.72 -2.93
C 4.15 -6.08 -3.13
C 4.05 -6.93 -2.04
C 3.80 -6.39 -0.79
C 3.65 -5.01 -0.69
H 4.06 -4.02 -3.75
H 4.35 -6.47 -4.12
H 4.18 -8.00 -2.16
H 3.72 -7.01 0.09
H 3.45 -4.54 0.27
N 3.72 3.16 4.62
C 4.39 4.28 4.94
C 5.12 4.42 6.11
C 5.16 3.36 6.99
C 4.48 2.19 6.68
C 3.78 2.14 5.49
H 4.32 5.08 4.22
H 5.64 5.35 6.32
H 5.72 3.44 7.92
H 4.49 1.34 7.35
H 3.24 1.25 5.20
N 6.67 -8.89 -1.15
C 6.99 -9.66 -2.20
C 7.29 -11.01 -2.11
C 7.27 -11.60 -0.86
C 6.95 -10.83 0.25
C 6.66 -9.49 0.05
H 6.99 -9.15 -3.16
H 7.53 -11.58 -3.00
H 7.51 -12.65 -0.74
H 6.93 -11.26 1.24
H 6.40 -8.84 0.89
N 6.76 0.62 2.70
C 7.39 -0.09 1.75
C 8.59 0.29 1.18
C 9.18 1.47 1.60
C 8.54 2.22 2.58
C 7.35 1.75 3.09
H 6.89 -1.01 1.45
H 9.05 -0.33 0.42
H 10.12 1.80 1.17
H 8.97 3.15 2.93
H 6.82 2.31 3.86
N -4.59 -0.95 -6.14
C -4.28 -2.15 -6.66
C -4.97 -2.74 -7.70
C -6.05 -2.05 -8.25
C -6.38 -0.81 -7.73
C -5.63 -0.31 -6.68
H -3.43 -2.65 -6.20
H -4.68 -3.71 -8.08
H -6.61 -2.48 -9.07
H -7.22 -0.25 -8.13
H -5.85 0.66 -6.24
N 8.04 4.89 7.58
C 8.65 4.17 6.62
C 9.85 4.55 6.03
C 10.45 5.73 6.44
C 9.83 6.48 7.43
C 8.64 6.02 7.96
H 8.15 3.26 6.32
H 10.30 3.93 5.26
H 11.38 6.06 6.00
H 10.27 7.41 7.78
H 8.12 6.58 8.73
```

**Lowest unoccupied orbital energy**: -3.57 eV
**Largest force on an atom**: 3.844 eV/A
**Charge**: +1

***

Record 2
Formula: C17H8F6N2O12S2Y
Source: the Open Molecules 2025 dataset
Level of theory: the ωB97M-V functional and the def2-TZVPD basis

XYZ file:
```
48
Properties=species:S:1:pos:R:3
Y -0.17 0.80 1.27
O -5.67 3.24 -1.67
C -6.13 2.75 -0.60
O -7.28 2.58 -0.13
C -4.93 2.38 0.20
C -4.70 1.02 0.60
C -3.42 0.53 0.76
N -2.36 1.36 0.74
C -2.59 2.70 0.65
C -3.83 3.25 0.32
C -1.43 3.59 1.00
O -1.63 4.81 0.86
O -0.19 -1.65 0.85
H -5.53 0.34 0.72
H -3.23 -0.53 0.79
H -3.71 4.32 0.12
F -1.70 -4.05 1.84
C -1.61 -3.09 2.79
F -1.30 -3.62 3.98
F -2.78 -2.46 2.84
S -0.21 -1.78 2.31
O -0.46 2.98 1.58
O -0.95 -0.62 2.84
N 1.21 -1.83 3.01
S 2.37 -0.67 2.66
O 2.04 0.27 1.57
O 3.68 -1.27 2.67
C 2.10 0.48 4.17
F 3.30 1.02 4.50
F 1.67 -0.14 5.27
F 1.19 1.47 3.85
O 1.68 2.08 -1.62
C 1.14 0.96 -1.66
O 0.11 0.55 -0.92
C 1.76 -0.16 -2.50
C 1.17 -1.40 -2.45
C 1.89 -2.41 -3.04
C 3.12 -2.19 -3.59
O 4.13 -3.03 -3.89
C 5.27 -2.24 -4.34
O 4.89 -0.85 -4.07
C 3.58 -0.90 -3.74
C 2.88 0.19 -3.25
H 0.20 -1.64 -1.94
H 1.59 -3.44 -2.94
H 5.49 -2.37 -5.41
H 6.17 -2.50 -3.71
H 3.17 1.20 -3.31
```

**Lowest unoccupied orbital energy**: 0.23 eV
**Largest force on an atom**: 4.580 eV/A
**Charge**: -1

***

Q: Which of these has the lowest largest force on an atom?
A: C59H68FN10O4

***

Q: Which of these has the lowest charge?
A: C17H8F6N2O12S2Y

***

Q: Number 2 is which compound?
A: C17H8F6N2O12S2Y